The following is a quantum chemistry calculation of a molecular structure, C7H14F5GaO4P, from the OMol25 dataset.

ORCA input file:
```
! RIJCOSX wB97M-V def2-TZVPD def2/J DEFGRID3
* xyz -1 1
C 0.09366 1.87852 2.24725
Ga -0.45678 0.43993 0.95100
C -2.43798 0.48118 0.41121
P -3.59512 0.58590 1.72626
O -3.99078 1.93415 2.19428
O -4.90439 -0.23053 1.18528
O -3.08183 -0.28578 2.98652
C 0.11892 -1.39663 1.76239
F -0.52271 -1.76507 2.94089
F 1.47317 -1.31573 2.09784
C 0.03133 -2.61954 0.84198
F 0.16453 -3.79923 1.49176
F -1.17085 -2.66793 0.23145
F 0.96810 -2.59803 -0.11121
H 0.40047 2.78598 1.71823
H -0.65567 2.11570 3.00840
H 0.98517 1.51519 2.77712
H 0.36842 0.58462 -0.37404
H -2.71072 -0.36908 -0.22234
H -2.59607 1.39131 -0.17599
H -5.62969 -0.07683 1.80537
H -2.98277 -1.21535 2.73612
C 2.52405 0.78150 -4.38439
C 2.58900 0.77092 -2.87042
O 1.77706 1.34563 -2.19334
C 3.72231 -0.01147 -2.24460
H 1.66713 1.37045 -4.70361
H 3.43595 1.21878 -4.79591
H 2.42202 -0.23659 -4.76480
H 4.68429 0.39223 -2.56838
H 3.66365 -1.06003 -2.54241
H 3.64618 0.05580 -1.16193
*
```

Results
Largest force on an atom   1.06 eV/Å
Energy   -90932.914 eV
Kohn-Sham gap   8.129 eV